Record 1
The following is a DFT calculation (ωB97M-V with the def2-TZVPD basis set) of a structure of composition C38H32AsBIrN8S3Se at a distorted geometry.

**LUMO (spin up / spin down)**: -0.201 / -0.336 Eh
**Energy relative to the best compared isomer or geometry (same formula, charge and spin)**: 0.00 kcal/mol
**HOMO (spin up / spin down)**: -11.9 / -12.5 eV
**Charge**: +2
**<S²>**: 8.785
**2S+1**: 6

Each line ends with the Mulliken spin population.
Atoms and positions in Å:
1 Ir -0.114 0.532 1.031  1.99
2 Se 2.709 -6.817 -0.167  0.00
3 N 1.090 -6.199 0.208  0.00
4 C 1.207 -4.914 0.412  0.00
5 C 0.086 -4.046 0.736  0.00
6 C -1.206 -4.528 0.948  0.00
7 C -2.208 -3.638 1.270  0.00
8 C -1.900 -2.285 1.343  -0.01
9 N -0.678 -1.813 1.126  0.18
10 C 0.319 -2.671 0.847  -0.07
11 C 1.669 -2.123 0.719  0.00
12 N 1.818 -0.797 0.856  0.10
13 C 3.036 -0.267 0.849  -0.02
14 C 4.182 -1.036 0.697  0.01
15 C 4.048 -2.394 0.511  0.00
16 C 2.773 -2.956 0.511  -0.01
17 C 2.537 -4.375 0.304  0.00
18 N 3.481 -5.230 0.012  0.00
19 H -1.394 -5.590 0.862  0.00
20 H -3.220 -3.970 1.453  0.00
21 H -2.667 -1.556 1.582  -0.01
22 H 3.095 0.809 0.964  0.01
23 H 5.153 -0.561 0.718  0.00
24 H 4.908 -3.035 0.367  0.00
25 S -2.156 0.238 -0.472  0.45
26 C -1.974 1.144 -1.930  -0.03
27 C -3.135 1.493 -2.645  -0.03
28 C -3.034 2.245 -3.798  0.00
29 C -1.782 2.647 -4.259  0.02
30 C -0.624 2.277 -3.578  -0.01
31 C -0.707 1.516 -2.427  0.14
32 As 0.846 0.889 -1.454  0.33
33 C 1.272 -0.810 -2.265  0.05
34 C 0.257 -1.745 -2.463  -0.01
35 C 0.572 -3.033 -2.870  -0.01
36 C 1.898 -3.394 -3.076  0.02
37 C 2.908 -2.462 -2.886  -0.01
38 C 2.599 -1.171 -2.477  -0.01
39 C 2.286 2.076 -1.939  0.04
40 C 2.721 3.010 -1.004  0.00
41 C 3.741 3.893 -1.332  0.00
42 C 4.326 3.839 -2.589  0.00
43 C 3.896 2.903 -3.522  0.00
44 C 2.879 2.019 -3.200  -0.01
45 H -4.101 1.175 -2.272  -0.01
46 H -3.926 2.519 -4.344  0.00
47 H -1.705 3.236 -5.164  0.00
48 H 0.342 2.585 -3.957  0.00
49 H -0.781 -1.478 -2.306  0.00
50 H -0.220 -3.753 -3.038  0.00
51 H 2.142 -4.398 -3.399  0.00
52 H 3.941 -2.738 -3.056  0.00
53 H 3.394 -0.451 -2.326  0.00
54 H 2.266 3.059 -0.022  0.00
55 H 4.078 4.621 -0.606  0.00
56 H 5.122 4.526 -2.843  0.00
57 H 4.356 2.862 -4.500  0.00
58 H 2.553 1.285 -3.927  0.00
59 C -2.471 4.534 -0.708  0.00
60 N -2.846 3.831 0.512  0.04
61 C -4.093 3.865 1.094  0.05
62 C -3.988 3.215 2.277  0.03
63 N -2.691 2.783 2.425  0.04
64 B -2.090 2.270 3.801  0.06
65 N -2.210 0.712 3.958  0.04
66 C -3.322 0.079 4.464  0.04
67 C -3.005 -1.213 4.718  0.06
68 N -1.682 -1.371 4.373  0.04
69 C -0.914 -2.596 4.551  0.00
70 C -1.216 -0.187 3.917  0.01
71 S 0.410 0.074 3.395  0.75
72 C -2.011 3.169 1.340  0.05
73 S -0.335 2.908 0.994  0.67
74 H -3.343 4.606 -1.352  0.00
75 H -1.686 3.987 -1.222  0.00
76 H -2.113 5.534 -0.469  0.00
77 H -4.927 4.356 0.623  0.00
78 H -4.724 3.054 3.044  0.00
79 H -2.787 2.752 4.648  0.00
80 H -0.939 2.585 3.848  -0.01
81 H -4.240 0.613 4.637  0.00
82 H -3.585 -2.019 5.133  0.00
83 H -1.557 -3.451 4.356  0.00
84 H -0.529 -2.657 5.567  0.00
85 H -0.077 -2.599 3.857  0.00


Record 2
The following is a DFT calculation (ωB97M-V with the def2-TZVPD basis set) of a structure of composition C38H32AsBrClF6NO3P2Ru at a distorted geometry.

**LUMO (spin up / spin down)**: -0.269 / -0.327 Eh
**HOMO (spin up / spin down)**: -12.0 / -12.0 eV
**Charge**: +2
**<S²>**: 6.063
**2S+1**: 5

Each line ends with the Mulliken spin population.
Atoms and positions in Å:
1 Ru 0.071 -1.760 -1.798  2.71
2 Cl 5.323 -6.874 -1.927  0.11
3 C 4.427 -5.435 -1.809  0.28
4 C 4.837 -4.298 -2.543  -0.07
5 C 4.141 -3.132 -2.465  0.18
6 C 2.948 -3.019 -1.668  0.05
7 O 2.305 -1.945 -1.636  0.32
8 C 2.551 -4.197 -0.919  0.12
9 C 1.358 -4.128 -0.121  0.01
10 O 0.542 -3.207 -0.100  0.03
11 C 3.296 -5.368 -1.003  0.06
12 H 5.712 -4.369 -3.174  0.00
13 H 4.450 -2.255 -3.016  0.00
14 H 1.156 -5.006 0.515  0.00
15 H 2.972 -6.239 -0.453  0.00
16 O -2.461 -0.039 -7.013  0.01
17 C -2.073 -0.236 -5.772  0.01
18 C -2.887 -0.752 -4.749  0.00
19 C -2.353 -0.960 -3.498  0.03
20 N -1.079 -0.684 -3.199  0.06
21 C -0.325 -0.127 -4.153  0.02
22 Br 1.394 0.380 -3.551  0.06
23 C -0.752 0.113 -5.432  0.00
24 H -3.363 -0.339 -7.203  0.00
25 H -3.914 -1.022 -4.937  0.00
26 H -2.945 -1.386 -2.697  -0.02
27 H -0.102 0.534 -6.181  0.00
28 F -1.469 -3.364 -3.072  0.02
29 P -0.319 -4.362 -3.797  0.00
30 F 0.742 -2.997 -3.623  0.02
31 F 0.113 -4.716 -2.261  0.01
32 F -0.732 -3.744 -5.206  0.00
33 F -1.353 -5.536 -3.860  0.00
34 F 0.904 -5.182 -4.355  0.00
35 C -0.913 1.460 -0.081  -0.01
36 C -0.580 2.032 1.298  0.00
37 As -1.260 3.892 1.656  0.00
38 C 0.350 4.931 1.222  0.00
39 C 1.520 4.699 1.937  0.00
40 C 2.657 5.424 1.625  0.00
41 C 2.634 6.367 0.612  0.00
42 C 1.468 6.595 -0.100  0.00
43 C 0.324 5.875 0.207  0.00
44 C -1.348 3.909 3.608  0.00
45 C -2.008 2.891 4.300  0.00
46 C -2.054 2.905 5.681  0.00
47 C -1.471 3.952 6.382  0.00
48 C -0.849 4.990 5.700  0.00
49 C -0.820 4.990 4.317  0.00
50 P -0.659 -0.391 -0.062  -0.01
51 C 0.646 -0.546 1.182  0.03
52 C 0.466 -1.076 2.452  0.00
53 C 1.527 -1.069 3.344  0.00
54 C 2.752 -0.536 2.974  0.00
55 C 2.938 -0.030 1.695  0.00
56 C 1.891 -0.045 0.793  -0.02
57 C -2.238 -1.058 0.519  -0.07
58 C -3.169 -0.349 1.276  -0.01
59 C -4.367 -0.945 1.630  0.00
60 C -4.656 -2.237 1.219  0.00
61 C -3.743 -2.942 0.450  0.02
62 C -2.542 -2.355 0.097  0.10
63 H -0.279 1.924 -0.842  -0.01
64 H -1.961 1.625 -0.358  0.00
65 H 0.505 2.092 1.409  0.00
66 H -0.963 1.392 2.095  0.00
67 H 1.544 3.971 2.740  0.00
68 H 3.564 5.255 2.186  0.00
69 H 3.522 6.935 0.384  0.00
70 H 1.443 7.336 -0.883  0.00
71 H -0.594 6.054 -0.340  0.00
72 H -2.491 2.086 3.758  0.00
73 H -2.561 2.114 6.212  0.00
74 H -1.531 3.973 7.459  0.00
75 H -0.405 5.806 6.252  0.00
76 H -0.360 5.820 3.792  0.00
77 H -0.484 -1.496 2.751  0.00
78 H 1.388 -1.474 4.335  0.00
79 H 3.569 -0.517 3.677  0.00
80 H 3.900 0.358 1.401  0.00
81 H 2.018 0.331 -0.217  0.00
82 H -2.971 0.667 1.592  0.00
83 H -5.084 -0.392 2.217  0.00
84 H -5.591 -2.693 1.503  0.00
85 H -3.970 -3.944 0.120  0.00
86 H -1.819 -2.907 -0.503  -0.05